Here is a structure of composition C24H43Cl2N4O4PtSeSi in a non-equilibrium geometry from the Open Molecules 2025 dataset. Energies are from the ωB97M-V functional and the def2-TZVPD basis.

Its total energy is -141252.9453 eV. The frontier orbital gap (spin up / spin down) comes out at 5.8 / 6.4 eV. The HOMO energy (spin up / spin down) is -3.21 / -4.44 eV. Its maximum force is 0.080 hartree/bohr.

Structure (ORCA input):
```
! wB97M-V def2-TZVPD RIJCOSX def2/J DEFGRID3
* xyz -1 3
C -1.62 -0.28 -4.59
C -1.06 -1.42 -3.82
H -1.19 -0.20 -5.59
H -1.39 0.64 -4.03
H -2.72 -0.36 -4.67
C -0.58 -2.52 -4.42
C -0.60 -2.76 -5.90
H -0.26 -3.38 -3.81
H -0.36 -1.86 -6.49
H -1.59 -3.11 -6.25
H 0.12 -3.54 -6.15
Pt 0.11 0.63 -0.13
Cl 0.71 2.74 -0.78
C -0.60 -1.81 1.56
O 0.23 -1.24 0.78
N -0.24 -2.82 2.35
C 1.15 -3.09 2.72
C -1.25 -3.72 2.92
H -1.67 -1.54 1.57
H 1.83 -2.59 2.02
H 1.31 -4.17 2.69
H 1.33 -2.73 3.74
H -2.24 -3.38 2.58
H -1.21 -3.68 4.01
H -1.07 -4.75 2.59
H 0.64 2.41 4.62
H -1.71 4.32 3.88
C 0.95 3.07 3.80
C -0.99 4.49 3.08
N -0.14 3.31 2.88
H 1.78 2.57 3.29
C -0.48 2.41 1.98
O 0.31 1.41 1.74
H -1.53 4.68 2.15
H -1.40 2.57 1.41
H 1.25 4.03 4.22
H -0.35 5.34 3.34
H 1.69 0.15 -3.81
H 2.04 -2.59 -3.91
C 2.64 0.14 -3.26
C 2.98 -2.30 -3.43
N 2.76 -1.14 -2.57
H 2.64 0.95 -2.53
C 3.08 -1.16 -1.24
O 3.02 -0.20 -0.49
H 3.35 -3.14 -2.82
H 3.42 -2.17 -0.90
H 3.46 0.25 -3.98
H 3.72 -2.06 -4.21
O -0.21 -0.13 -2.02
C -1.08 -1.21 -2.29
C 0.36 -3.12 -1.39
C -0.89 -2.53 -1.53
H 1.24 -2.58 -1.74
C 0.46 -4.43 -0.88
H -2.09 -0.83 -2.04
C -2.03 -3.22 -1.14
H 1.44 -4.89 -0.80
C -0.69 -5.12 -0.52
C -1.94 -4.52 -0.65
H -2.99 -2.74 -1.30
H -0.62 -6.14 -0.11
H -2.85 -5.05 -0.38
Si -0.45 4.55 -2.54
Cl -0.86 2.69 -3.45
C 1.42 4.89 -2.48
C -1.70 4.82 -1.16
C -0.90 6.02 -3.74
H 2.07 4.02 -2.49
H 1.64 5.46 -1.57
H 1.71 5.52 -3.33
H -0.15 6.08 -4.54
H -0.86 6.96 -3.17
H -1.91 5.91 -4.15
H -1.68 4.07 -0.37
H -2.71 4.87 -1.56
H -1.49 5.79 -0.68
Se 0.57 -0.25 5.30
C -1.00 -0.55 4.50
N -2.05 -0.75 3.99
*
```

Here is a structure of composition C24H43Cl2N4O4RhSSi in a non-equilibrium geometry from the Open Molecules 2025 dataset. Energies are from the ωB97M-V functional and the def2-TZVPD basis.

Its total energy is -86494.0149 eV. The frontier orbital gap (spin up / spin down) comes out at 5.8 / 7.5 eV. The HOMO energy (spin up / spin down) is -5.49 / -8.37 eV. Its maximum force is 0.121 hartree/bohr.

Structure (ORCA input):
```
! wB97M-V def2-TZVPD RIJCOSX def2/J DEFGRID3
* xyz 0 5
C 1.44 -0.17 -4.80
C 2.61 -1.06 -4.54
H 1.75 0.71 -5.36
H 0.99 0.16 -3.84
H 0.65 -0.69 -5.38
C 3.76 -1.09 -5.23
C 4.09 -0.26 -6.42
H 4.54 -1.79 -4.92
H 3.71 0.77 -6.32
H 3.66 -0.69 -7.34
H 5.17 -0.21 -6.57
Rh -2.89 1.72 1.66
Cl -2.31 1.44 -0.46
C -2.30 -0.86 1.78
O -2.09 0.18 2.50
N -1.72 -1.99 2.14
C -0.60 -2.01 3.07
C -2.17 -3.25 1.58
H -2.92 -0.87 0.86
H -0.56 -1.06 3.62
H 0.35 -2.15 2.52
H -0.72 -2.85 3.76
H -3.05 -3.07 0.97
H -2.42 -3.94 2.40
H -1.38 -3.70 0.97
H -4.30 1.76 6.97
H -6.86 2.50 6.32
C -4.02 2.70 6.50
C -6.32 3.30 5.78
N -4.95 2.93 5.43
H -3.04 2.66 6.06
C -4.40 2.62 4.19
O -3.25 2.27 4.08
H -6.96 3.44 4.80
H -5.72 2.62 3.59
H -4.14 3.54 7.18
H -6.32 4.30 6.26
H -0.76 5.32 -0.93
H 0.68 3.10 -0.44
C -0.57 5.62 0.12
C 0.94 3.67 0.46
N -0.19 4.46 0.90
H -1.48 6.07 0.53
C -1.00 4.01 1.87
O -1.04 2.78 2.17
H 1.25 2.99 1.26
H -1.54 4.79 2.44
H 0.24 6.36 0.13
H 1.76 4.36 0.21
O 2.96 -1.39 -2.16
C 2.46 -2.01 -3.34
C 4.43 -3.60 -3.07
C 3.16 -3.34 -3.59
H 4.92 -2.84 -2.45
C 5.04 -4.82 -3.35
H 1.38 -2.21 -3.22
C 2.51 -4.28 -4.40
H 6.03 -5.02 -2.93
C 4.40 -5.77 -4.15
C 3.14 -5.50 -4.67
H 1.53 -4.04 -4.81
H 4.89 -6.72 -4.36
H 2.62 -6.23 -5.30
Si 2.26 -1.49 -0.64
Cl -3.77 4.44 0.92
C 3.64 -1.10 0.54
C 1.60 -3.23 -0.35
C 0.88 -0.25 -0.48
H 4.56 -1.64 0.27
H 3.37 -1.37 1.57
H 3.87 -0.02 0.52
H 1.25 0.78 -0.63
H 0.44 -0.29 0.53
H 0.07 -0.43 -1.20
H 2.34 -4.00 -0.62
H 0.68 -3.42 -0.93
H 1.35 -3.36 0.72
S -4.85 2.99 2.19
C -5.92 4.21 3.11
N -6.87 4.48 3.80
*
```